(1)
ORCA calculation (ωB97M-V/def2-TZVPD) on a 10-piece molecular cluster, C42H62N10O14 overall.

The geometry in XYZ format:
```
128
Properties=species:S:1:pos:R:3
C -6.2523 -1.0279 3.3747
O -6.8673 -1.7016 4.1655
N -6.1217 0.3497 3.4011
C -6.7737 1.0713 4.4245
C -5.2639 1.0496 2.3920
H -5.8497 -1.4780 2.4541
H -7.1541 1.9418 3.8900
H -6.1189 1.2579 5.2757
H -7.6134 0.5762 4.9122
H -4.2134 1.2880 2.5586
H -5.1583 0.5877 1.4104
H -5.7290 2.0226 2.2332
C -5.9674 -4.6411 -1.6759
O -5.0292 -4.3407 -0.8863
N -7.1607 -5.2301 -1.3562
C -8.3491 -5.3206 -2.1952
C -7.4138 -5.9047 -0.1141
H -5.9891 -4.4813 -2.7650
H -8.7993 -4.3489 -2.3984
H -8.9791 -6.1599 -1.9008
H -7.8786 -5.6322 -3.1278
H -6.4758 -6.0443 0.4232
H -7.9484 -5.3585 0.6630
H -7.7705 -6.9317 -0.1917
C -0.7881 0.6945 5.5600
O -0.8504 1.9071 5.7785
N -1.2208 -0.2425 6.3198
C -1.0549 -1.6598 5.9916
C -2.0405 -0.1443 7.5458
H -0.2839 0.2376 4.6944
H -1.6368 -1.9615 5.1207
H -1.3142 -2.3267 6.8138
H -0.0375 -1.8679 5.6604
H -2.2041 0.8315 8.0032
H -2.9853 -0.6877 7.5505
H -1.4693 -0.6141 8.3464
C -0.0407 10.5067 -0.0872
O -1.0781 11.0142 -0.5288
N 1.1025 10.3742 -0.8401
C 2.2141 9.5710 -0.3066
C 1.1099 10.6616 -2.2409
H 0.0178 10.0927 0.9313
H 2.1697 9.5984 0.7822
H 3.1838 9.9187 -0.6628
H 2.1202 8.5990 -0.7909
H 2.0593 11.1685 -2.4137
H 1.2450 9.7348 -2.7985
H 0.2503 11.2873 -2.4813
C 4.1758 -3.2542 7.6009
O 3.4379 -4.2168 7.7411
N 4.1360 -2.1044 8.3342
C 4.5975 -0.8327 7.7458
C 3.3217 -1.9163 9.4931
H 4.8977 -3.1877 6.7723
H 3.7536 -0.1716 7.5484
H 5.0210 -0.9708 6.7510
H 5.3214 -0.2769 8.3418
H 3.9675 -2.1918 10.3268
H 3.1121 -0.8559 9.6336
H 2.4059 -2.5037 9.4268
C 6.5969 3.6398 -2.7365
O 6.8481 4.5827 -1.9278
N 6.9967 2.3907 -2.4836
C 6.6062 1.2968 -3.4106
C 7.9372 1.9739 -1.4567
H 5.9005 3.7424 -3.5830
H 5.8568 0.6424 -2.9653
H 7.4684 0.7175 -3.7407
H 6.1758 1.4763 -4.3958
H 8.2732 2.7628 -0.7838
H 7.3538 1.2638 -0.8707
H 8.7500 1.4057 -1.9090
C 1.0440 2.5411 -0.4747
C 2.1529 2.4501 0.3845
C 2.5939 1.1972 0.8648
C 1.9744 -0.0197 0.4948
C 0.8767 0.0467 -0.4149
C 0.4692 1.3340 -0.8735
N 2.6224 -1.2986 0.8488
O 2.5033 -2.3131 0.1668
O 3.4257 -1.2936 1.8101
H 0.5815 3.4393 -0.8563
H 2.6645 3.3574 0.6699
H 3.3653 1.2893 1.6151
H 0.5671 -0.8815 -0.8719
H -0.4893 1.2943 -1.3695
C -0.9288 -8.9598 1.6940
C 0.1451 -8.3822 2.2290
C 0.9860 -9.2548 3.0868
C 0.7014 -10.6021 3.3306
C -0.4358 -11.1204 2.6804
C -1.2548 -10.3440 1.8641
N 1.5746 -11.4071 4.1132
O 1.5243 -12.5926 3.9375
O 2.3658 -10.8594 4.8741
H -1.7154 -8.3871 1.2253
H 0.2423 -7.3112 2.1290
H 1.8704 -8.8850 3.5844
H -0.7080 -12.1583 2.8036
H -2.1054 -10.7469 1.3344
C 2.0912 -1.6936 -6.3643
C 2.5273 -1.2430 -7.5783
C 2.7838 -2.2572 -8.5038
C 2.5477 -3.6159 -8.2371
C 2.4005 -4.0193 -6.9775
C 2.0576 -3.0622 -5.9841
N 2.7660 -4.5786 -9.3552
O 2.2178 -5.6606 -9.2421
O 3.5466 -4.2796 -10.2648
H 1.8468 -0.9948 -5.5780
H 2.8445 -0.2152 -7.6756
H 2.9858 -2.0846 -9.5506
H 2.1974 -5.0542 -6.7450
H 1.7173 -3.3688 -5.0060
C -3.3137 9.4376 -7.0235
C -1.9369 9.4491 -7.3157
C -1.1019 8.3275 -7.0183
C -1.7716 7.1516 -6.6025
C -3.1662 7.2054 -6.3598
C -3.8963 8.3356 -6.4715
N -0.9443 5.9381 -6.2736
O -1.4131 4.8729 -6.6340
O 0.1465 6.0799 -5.7640
H -3.9069 10.3088 -7.2590
H -1.6084 10.2455 -7.9671
H -0.0548 8.2181 -7.2592
H -3.7240 6.3697 -5.9638
H -4.9555 8.4077 -6.2730
```

Results
HOMO level = -9.249 eV
Kohn-Sham gap = 8.30 eV
E_LUMO = -1.0 eV
SMILES string = O=[N+]([O-])c1ccccc1.O=[N+]([O-])c1ccccc1.O=[N+]([O-])c1ccccc1.O=[N+]([O-])c1ccccc1.CN(C)C=O.CN(C)C=O.CN(C)C=O.CN(C)C=O.CN(C)C=O.CN(C)C=O
energy relative to the best compared isomer or geometry (same formula, charge and spin) = 426.5 kJ/mol

***

(2)
ORCA calculation (ωB97M-V/def2-TZVPD) on C7H21O6Ti as an isolated structure.

The geometry in XYZ format:
```
35
Properties=species:S:1:pos:R:3
Ti 3.6952 -17.1282 -12.6682
C 7.7246 -17.4414 -13.9115
C 6.4978 -17.6787 -13.0635
O 6.5167 -17.2580 -11.8729
O 5.4843 -18.2380 -13.5569
H 7.9471 -16.3714 -13.9568
H 7.6058 -17.8586 -14.9090
H 8.6483 -17.8174 -13.4660
C 4.9735 -14.8815 -14.5646
O 3.7258 -15.0800 -13.8744
H 5.1890 -15.7776 -15.1445
H 4.8548 -14.1130 -15.3366
H 5.7496 -14.6710 -13.8308
H 3.4080 -14.2140 -13.5945
C 4.1354 -17.7254 -9.4994
O 4.2623 -18.4618 -10.7006
H 4.7317 -18.1992 -8.7066
H 4.5329 -16.7080 -9.6017
H 3.1041 -17.7021 -9.1562
H 5.1971 -18.3750 -11.0001
C 2.4163 -19.8033 -14.2462
O 2.2349 -18.4092 -13.9568
H 1.6698 -20.1589 -14.9557
H 3.4234 -19.9017 -14.6495
H 2.3658 -20.3939 -13.3277
H 1.3106 -18.1892 -14.0923
C -0.0745 -14.9607 -11.1546
C 0.9639 -15.7784 -11.9166
O 2.1519 -15.9331 -11.1412
H 0.2802 -13.9405 -10.9911
H -0.2924 -15.3804 -10.1713
H -1.0090 -14.9520 -11.7200
H 1.2133 -15.2986 -12.8673
H 0.5144 -16.7444 -12.1569
H 2.1853 -15.3110 -10.4137
```

Results
HOMO level (alpha / beta) = -3.515 / -8.626 eV
Kohn-Sham gap (alpha / beta) = 3.84 / 8.71 eV
E_LUMO (alpha / beta) = 0.3 / 0.1 eV
2S+1 = 4
energy relative to the best compared isomer or geometry (same formula, charge and spin) = 23.6 kJ/mol

***

(3)
ORCA calculation (ωB97M-V/def2-TZVPD) on one molecule with the formula C21H27NO2.

The geometry in XYZ format:
```
51
Properties=species:S:1:pos:R:3
C 2.1776 1.7627 -3.2058
C 2.8449 0.4622 -3.6411
N 1.8935 -0.4623 -4.2309
C 0.8434 -0.9253 -3.3602
H 0.2263 -1.6207 -3.9326
C 1.2666 -1.5915 -2.0290
H 2.3328 -1.8402 -2.0429
H 0.6914 -2.5123 -1.8595
O 0.9973 -0.6674 -0.9923
C 1.3545 -0.9612 0.2760
C 1.9532 -2.1523 0.6775
C 2.2508 -2.3710 2.0113
C 1.9484 -1.4181 2.9666
C 1.3388 -0.2374 2.5805
C 1.0417 0.0087 1.2478
C 0.4117 1.2903 0.8200
O 0.8683 1.9878 -0.0520
C -0.8708 1.6342 1.5469
H -0.6791 1.7012 2.6193
H -1.2321 2.6013 1.1935
C -1.9314 0.5493 1.2942
C -3.1890 0.8759 2.0469
C -4.1783 1.6606 1.4687
C -5.3189 1.9925 2.1780
C -5.4830 1.5452 3.4778
C -4.5012 0.7646 4.0638
C -3.3614 0.4345 3.3526
H -2.5976 -0.1776 3.8121
H -4.6243 0.4114 5.0774
H -6.3734 1.8029 4.0320
H -6.0820 2.6012 1.7154
H -4.0539 2.0106 0.4538
H -1.5394 -0.4169 1.6197
H -2.1347 0.4959 0.2228
H 1.1171 0.5166 3.3210
H 2.1852 -1.5917 4.0049
H 2.7226 -3.2982 2.3013
H 2.1942 -2.9150 -0.0462
H 0.2228 -0.0669 -3.0881
C 2.4607 -1.4485 -5.1226
H 1.6295 -1.9253 -5.6520
C 3.3434 -2.5424 -4.5046
H 2.7599 -3.2019 -3.8666
H 4.1487 -2.1025 -3.9208
H 3.7854 -3.1405 -5.2979
H 3.0525 -0.9028 -5.8641
H 3.5858 0.6839 -4.4147
H 3.3844 0.0339 -2.7804
H 1.5283 2.1280 -3.9971
H 2.9399 2.5114 -3.0053
H 1.5966 1.6276 -2.2985
```

Results
HOMO level = -8.125 eV
Kohn-Sham gap = 8.88 eV
E_LUMO = 0.8 eV
SMILES string = CCN(CC)CCOc1ccccc1C(=O)CCc1ccccc1
energy relative to the best compared isomer or geometry (same formula, charge and spin) = 161.1 kJ/mol

***

Q: What is the energy relative to the best compared isomer or geometry (same formula, charge and spin) in the second record?
A: 23.6 kJ/mol